No. 1
The following is a DFT calculation (the ωB97M-V functional and the def2-TZVPD basis) of C25H19F6N8O5S3Se2Ti as an isolated structure.

Each line ends with the natural charge from an NBO analysis.
Atoms and positions in Å:
Ti: -1.08257 -1.87198 -0.82510  0.948
Se: 3.42530 -3.05204 5.53766  0.921
N: 3.80591 -2.26343 3.88368  -0.553
C: 2.73525 -2.40622 3.08244  0.125
C: 2.59411 -1.77852 1.75925  -0.098
C: 3.62666 -1.01759 1.08441  -0.086
C: 3.20878 -0.35816 -0.12291  -0.238
C: 1.91415 -0.55227 -0.61011  0.063
N: 0.95651 -1.24358 0.02530  -0.494
C: 1.25711 -1.77105 1.27050  0.251
C: 0.10150 -2.35624 1.92728  0.153
N: -1.11288 -2.19908 1.27073  -0.493
C: -2.20448 -2.64463 1.94851  0.097
C: -2.10440 -3.25275 3.17824  -0.252
C: -0.90210 -3.41296 3.87947  -0.072
C: 0.27393 -3.01132 3.15888  -0.011
C: 1.57354 -3.02405 3.76043  0.088
N: 1.74181 -3.50028 4.97953  -0.567
H: 4.65067 -0.96244 1.46007  0.258
H: 3.89925 0.29592 -0.69753  0.246
H: 1.58131 -0.01765 -1.46424  0.216
H: -3.19331 -2.44621 1.52884  0.232
H: -3.05291 -3.62962 3.62417  0.245
H: -0.86277 -3.84165 4.86561  0.257
F: -1.32641 3.27697 -2.41617  -0.258
C: -1.42248 2.60112 -1.33914  0.796
F: -0.23262 2.44356 -0.71715  -0.292
F: -2.28741 3.16453 -0.40401  -0.322
S: -2.38305 0.99347 -1.71597  2.178
O: -1.87452 -0.04011 -0.65650  -0.934
O: -3.80367 1.13530 -1.56509  -0.812
N: -1.83568 0.67508 -3.16690  -1.218
S: -0.86907 -0.42489 -3.77122  2.212
O: -1.37343 -1.05462 -4.97983  -0.840
O: -0.50589 -1.35382 -2.66469  -0.949
C: 0.85764 0.40647 -4.24621  0.798
F: 1.48235 1.00215 -3.20286  -0.320
F: 1.68347 -0.52688 -4.69181  -0.297
F: 0.73261 1.33474 -5.18423  -0.286
O: -3.58456 -3.03043 -2.17669  -0.471
C: -2.64813 -2.64308 -1.56934  0.428
S: -0.40976 -4.30434 -1.19907  -0.199
C: 0.07380 -4.56666 -2.80983  0.109
N: -0.85090 -5.17100 -3.67246  -0.477
C: -0.57691 -5.24673 -5.01091  0.086
C: 0.61318 -4.80866 -5.51924  -0.269
C: 1.65929 -4.41978 -4.64361  -0.072
C: 1.33737 -4.26279 -3.28526  -0.262
H: -1.76284 -5.42079 -3.25606  0.456
H: -1.39110 -5.51782 -5.64509  0.237
H: 0.70440 -4.77847 -6.57395  0.248
H: 2.64292 -4.24347 -4.99966  0.239
H: 2.07345 -3.83954 -2.55661  0.255
C: 1.40888 7.85241 2.91185  -0.413
N: 0.50101 6.75044 2.64223  -0.397
C: -0.40232 6.93169 1.57066  -0.071
C: -1.50335 6.23314 1.75966  -0.079
N: -1.29000 5.46858 2.94810  -0.396
C: -2.13633 4.34240 3.40183  -0.414
C: -0.11216 5.86558 3.55104  0.248
Se: 0.65489 5.29829 5.11815  -0.282
H: 1.72750 7.91973 3.98259  0.253
H: 0.91860 8.78695 2.69039  0.207
H: 2.30998 7.71673 2.28280  0.210
H: -0.21296 7.53316 0.64301  0.233
H: -2.37688 6.14720 1.16876  0.229
H: -1.85182 3.97710 4.41494  0.259
H: -1.96507 3.50937 2.69237  0.199
H: -3.22242 4.60550 3.35605  0.215

Calculated values
- largest force on an atom (eV/Å) = 6.4
- total charge = +1
- frontier orbital gap (spin up / spin down) (hartree) = 0.1845 / 0.1838
- multiplicity = 3
- total energy (eV) = -251003.1480
- HOMO (spin up / spin down) (eV) = -8.76 / -8.76

---

No. 2
The following is a DFT calculation (the ωB97M-V functional and the def2-TZVPD basis) of C4H5N in the gas phase.

Each line ends with the natural charge from an NBO analysis.
Atoms and positions in Å:
C: 2.31512 -0.21387 0.21981  -0.223
C: 1.11805 -0.31747 0.30832  -0.040
C: -0.32220 -0.38527 0.46935  -0.172
C: -1.14817 0.72293 -0.07820  -0.233
N: -1.25137 -0.61957 -0.64524  -0.561
H: 3.37419 -0.11943 0.11999  0.237
H: -0.62690 -0.95334 1.35194  0.229
H: -0.68676 1.50370 -0.69479  0.204
H: -2.00890 1.08009 0.48259  0.201
H: -0.76306 -0.69776 -1.53377  0.358

Calculated values
- largest force on an atom (eV/Å) = 0.6
- total charge = 0
- frontier orbital gap (hartree) = 0.3886
- SMILES string = C#C[C@H]1CN1
- total energy (eV) = -5715.9557
- ΔE to the lowest compared entry with this formula, charge and spin (eV) = 2.891
- HOMO (eV) = -9.43

---

No. 3
The following is a DFT calculation (the ωB97M-V functional and the def2-TZVPD basis) of a 4-piece molecular cluster, C2H12N2O3 overall.

Each line ends with the natural charge from an NBO analysis.
Atoms and positions in Å:
C: -0.83340 -1.60995 2.14562  -0.409
N: -0.47716 -1.94886 0.78737  -0.608
C: 0.72198 -1.62977 0.21220  0.192
N: 1.33695 -2.47435 -0.53683  -0.761
H: -1.86297 -1.94216 2.30951  0.197
H: -0.75822 -0.53291 2.27899  0.216
H: -0.19091 -2.12180 2.86654  0.170
H: -0.74191 -2.88077 0.49123  0.378
H: 1.13210 -0.64497 0.44913  0.128
H: 2.04174 -1.97827 -1.07384  0.337
H: 0.33367 3.03136 -2.24284  0.356
H: 1.19826 2.57581 -1.09397  0.293
O: 0.56672 3.29317 -1.33015  -1.286
H: -1.29947 4.13063 0.89280  0.456
H: 0.06606 3.57356 0.65340  0.494
O: -0.52838 3.82137 1.38842  -0.990
H: -0.10065 -1.43898 -2.19351  0.466
H: -0.22465 -0.13371 -2.95239  0.400
O: -0.37975 -1.08939 -3.05166  -1.027

Calculated values
- largest force on an atom (eV/Å) = 1.0
- total charge = -1
- frontier orbital gap (spin up / spin down) (hartree) = 0.1101 / 0.3570
- multiplicity = 2
- total energy (eV) = -11390.4514
- ΔE to the lowest compared entry with this formula, charge and spin (eV) = 0.185
- HOMO (spin up / spin down) (eV) = 0.37 / -6.42

---

No. 4
The following is a DFT calculation (the ωB97M-V functional and the def2-TZVPD basis) of C32H36Br3F40O9P as an isolated structure.

Each line ends with the Löwdin spin population.
Atoms and positions in Å:
C: 22.51079 -19.57326 6.14626  0.000
C: 21.13815 -19.98346 5.89311  0.001
O: 20.32002 -19.19574 6.72815  0.000
P: 18.78503 -18.82238 6.15747  0.000
O: 18.14706 -19.76143 5.20566  0.001
O: 18.87184 -17.23398 5.70120  0.001
C: 19.81422 -16.38948 6.34584  0.000
C: 19.99367 -15.15333 5.53384  0.002
O: 17.93292 -18.67947 7.52962  0.000
C: 16.60404 -18.43640 7.46453  0.000
C: 16.13910 -18.16715 8.87999  0.000
H: 22.86631 -19.88743 7.12758  0.000
H: 23.20430 -20.09682 5.48821  0.000
H: 22.58445 -18.49797 5.98372  0.000
H: 20.91313 -19.79206 4.84391  0.001
H: 20.86031 -21.01872 6.09097  0.000
H: 19.26465 -16.17598 7.26263  0.000
H: 20.74007 -16.90256 6.60591  0.000
H: 19.06196 -14.59056 5.47633  0.000
H: 20.74494 -14.56682 6.06272  0.000
H: 20.35934 -15.47328 4.55813  0.002
H: 16.49926 -17.51552 6.89085  0.000
H: 16.03881 -19.22122 6.96187  0.000
H: 16.18877 -19.01338 9.56521  0.000
H: 16.69481 -17.35519 9.34905  0.000
H: 15.10037 -17.85387 8.77519  0.000
C: 15.21056 -19.52766 3.51825  0.000
C: 13.76736 -19.81577 3.11553  0.000
C: 13.50968 -21.28943 3.14982  0.000
F: 14.20578 -21.90161 2.21287  0.000
F: 13.85162 -21.91687 4.28726  0.000
F: 12.91782 -19.08877 3.85537  0.000
F: 13.50257 -19.39110 1.89257  0.000
O: 15.40862 -18.14414 3.76443  0.000
C: 16.32412 -17.47800 2.92211  0.000
C: 16.49172 -16.08598 3.61404  0.001
F: 17.41808 -15.27939 3.09049  0.006
F: 15.36022 -15.40611 3.60092  0.000
F: 17.48094 -18.16501 3.01655  0.002
F: 16.00619 -17.44476 1.64102  0.000
H: 15.96136 -19.89485 2.81855  0.000
H: 15.41241 -19.99060 4.48419  0.000
H: 12.46948 -21.59671 3.04189  0.000
H: 16.66592 -16.27065 4.67407  0.000
C: 15.65432 -12.56410 0.33828  0.002
C: 15.61952 -11.71601 1.58044  0.000
C: 16.94601 -11.77440 2.36746  0.001
F: 17.96352 -11.30171 1.71254  0.001
F: 16.91480 -11.11784 3.51472  0.000
F: 15.40993 -10.50419 1.11598  0.000
F: 14.46078 -11.99690 2.29041  0.000
O: 15.21717 -13.94111 0.54621  0.007
C: 14.08951 -14.47207 -0.14391  0.001
C: 13.96302 -16.00561 -0.06009  0.000
F: 12.81209 -16.43455 -0.49752  0.000
F: 14.90223 -16.57929 -0.85118  0.002
F: 13.06588 -13.94271 0.48648  0.000
F: 14.07989 -13.97602 -1.39940  0.001
H: 16.69619 -12.53543 0.01927  0.002
H: 14.93240 -12.08069 -0.31994  0.000
H: 17.01763 -12.80195 2.72397  0.001
H: 14.11608 -16.33599 0.96730  0.000
C: 23.34541 -21.14992 0.24530  0.000
C: 24.37337 -22.30098 0.22241  0.000
C: 25.64683 -21.87545 -0.55006  0.000
F: 26.64897 -22.80915 -0.69875  0.000
F: 25.45296 -21.44321 -1.79360  0.000
F: 24.72342 -22.62096 1.48698  0.000
F: 23.71387 -23.38873 -0.28310  0.000
O: 23.72885 -19.94818 0.91002  0.000
C: 23.13429 -19.61793 2.16366  0.002
C: 23.73300 -18.29499 2.58615  0.001
F: 22.89604 -17.69471 3.44417  0.003
F: 24.97643 -18.39365 3.07174  0.000
F: 21.84362 -19.47531 2.06308  0.011
F: 23.32490 -20.68115 2.97633  0.000
H: 22.39844 -21.49866 0.65728  0.000
H: 23.15498 -20.81236 -0.77346  0.000
H: 26.08250 -21.03922 -0.00325  0.000
H: 23.82991 -17.56803 1.77978  0.000
C: 22.02030 -11.25100 2.02449  0.004
C: 22.22647 -11.97939 3.35305  0.001
C: 20.97185 -11.80300 4.25949  0.000
F: 19.85039 -12.30243 3.71042  0.004
F: 21.10361 -12.20466 5.51640  0.000
F: 22.54898 -13.23717 3.13920  0.003
F: 23.27969 -11.50049 3.99130  0.000
O: 21.66030 -9.83951 2.23967  0.000
C: 21.63836 -8.98611 1.05392  0.000
C: 20.73250 -7.84362 1.48472  0.000
F: 20.62400 -6.95939 0.49092  0.000
F: 19.46593 -8.23751 1.80676  0.000
F: 22.86695 -8.59270 0.81355  0.000
F: 21.23763 -9.70605 0.02311  0.001
H: 21.24412 -11.73639 1.43285  0.002
H: 22.89464 -11.30080 1.37554  0.003
H: 20.85517 -10.72077 4.31650  0.000
H: 21.09084 -7.34793 2.38693  0.000
C: 23.67262 -13.87994 -4.97583  0.000
C: 23.43536 -13.72569 -6.51272  0.000
C: 22.01671 -14.21919 -6.86546  0.000
F: 21.14523 -13.82034 -5.98546  0.000
F: 21.60857 -14.04988 -8.07396  0.000
F: 23.52460 -12.43301 -6.87559  0.000
F: 24.35732 -14.39979 -7.19234  0.000
O: 23.40139 -15.18711 -4.54576  0.000
C: 22.80401 -15.28707 -3.21333  0.002
C: 22.87661 -16.67585 -2.59824  0.001
F: 24.14063 -17.16655 -2.60948  0.000
F: 22.29188 -16.72827 -1.37040  0.003
F: 23.46940 -14.44420 -2.42137  0.011
F: 21.56363 -14.84996 -3.36382  0.001
H: 23.07824 -13.09014 -4.51645  0.000
H: 24.70225 -13.62645 -4.72342  0.000
H: 22.03845 -15.30758 -6.81050  0.000
H: 22.32905 -17.37532 -3.22992  0.000
C: 19.89955 -15.06542 1.24566  0.272
Br: 21.45180 -14.31520 0.19455  0.258
Br: 20.28326 -16.95494 1.84611  0.206
Br: 18.27328 -15.08514 0.12621  0.161
H: 19.77850 -14.45069 2.13759  0.011

Calculated values
- largest force on an atom (eV/Å) = 5.0
- total charge = -1
- frontier orbital gap (spin up / spin down) (hartree) = 0.1379 / 0.3007
- multiplicity = 2
- total energy (eV) = -380312.0337
- HOMO (spin up / spin down) (eV) = -1.53 / -5.97

---

No. 5
The following is a DFT calculation (the ωB97M-V functional and the def2-TZVPD basis) of C5H10Cl2NO5S2Tb as an isolated structure.

Each line ends with the Löwdin spin population.
Atoms and positions in Å:
C: -1.59913 0.01018 3.95441  0.000
C: -1.74206 -1.23356 3.07895  0.000
Cl: -3.35921 -1.29049 2.32586  0.001
C: -0.63088 -1.43919 2.01608  -0.003
Cl: 0.92053 -0.76586 2.51729  0.000
S: -1.07842 -0.84173 0.36505  -0.011
O: -1.48686 0.52331 0.35920  0.147
O: -1.81765 -1.84875 -0.30126  0.048
N: 0.45236 -0.70158 -0.35082  0.673
S: 0.41255 -0.72995 -1.98826  0.011
O: -0.65812 -0.00432 -2.56656  0.035
O: 0.73628 -2.04580 -2.40771  0.092
C: 1.90872 0.25695 -2.24679  -0.003
C: 1.63092 1.73712 -2.44084  -0.054
O: 0.67317 2.08224 -3.43489  -0.061
H: -1.07561 0.81296 3.45173  0.000
H: -1.11401 -0.24167 4.88974  0.000
H: -2.59095 0.37468 4.19451  0.000
H: -1.69854 -2.12747 3.68800  0.000
H: -0.45872 -2.49995 1.86962  0.000
H: 2.51581 0.14993 -1.34955  -0.001
H: 2.48244 -0.16441 -3.06864  0.000
H: 1.36174 2.25793 -1.52179  -0.002
H: 2.61255 2.20948 -2.76645  -0.072
H: 0.99901 1.97297 -4.34278  -0.024
Tb: 2.60408 3.54699 -3.92407  5.224

Calculated values
- largest force on an atom (eV/Å) = 4.4
- total charge = +2
- frontier orbital gap (spin up / spin down) (hartree) = 0.1542 / 0.2151
- multiplicity = 7
- total energy (eV) = -86199.4315
- HOMO (spin up / spin down) (eV) = -14.97 / -14.93

---

No. 6
The following is a DFT calculation (the ωB97M-V functional and the def2-TZVPD basis) of C9H15GaNO5S as an isolated structure.

Each line ends with the natural charge from an NBO analysis.
Atoms and positions in Å:
N: 0.52697 2.66792 -0.32631  -0.572
C: 0.72112 1.57349 0.01725  0.567
O: 0.92912 0.44509 0.56385  -0.818
Ga: 1.40266 0.56412 2.47355  0.984
S: 3.70087 0.68809 2.57793  -0.669
H: 0.79579 -0.68674 3.23699  -0.320
H: 0.82941 1.95948 3.00697  -0.324
H: 4.09109 1.34325 1.46862  0.158
O: 3.86396 -0.27573 -0.31123  -0.542
C: 3.17901 -0.57599 -1.23651  0.797
O: 2.96596 0.24240 -2.30773  -0.495
C: 2.00511 -0.34684 -3.19017  -0.070
C: 2.04043 -1.83949 -2.88841  -0.427
C: 2.37997 -1.85152 -1.40079  -0.533
H: 1.02763 0.09531 -2.98159  0.185
H: 2.28065 -0.12170 -4.21937  0.183
H: 1.11036 -2.34942 -3.13736  0.211
H: 2.84550 -2.31366 -3.45440  0.197
H: 1.48887 -1.78103 -0.77569  0.257
H: 2.97290 -2.71585 -1.11497  0.232
O: -2.72766 0.07920 3.66500  -0.550
C: -3.10425 0.16271 2.53662  0.789
O: -4.17426 -0.54741 2.06650  -0.508
C: -4.32504 -0.32681 0.65815  -0.069
C: -3.62567 0.99424 0.38090  -0.426
C: -2.50422 0.98900 1.41573  -0.533
H: -3.86186 -1.16100 0.12439  0.171
H: -5.38602 -0.29907 0.41383  0.183
H: -3.27729 1.08898 -0.64628  0.223
H: -4.30828 1.82261 0.58190  0.201
H: -1.60847 0.48812 1.04375  0.261
H: -2.25436 1.98827 1.75886  0.258

Calculated values
- largest force on an atom (eV/Å) = 1.1
- total charge = -1
- frontier orbital gap (hartree) = 0.2669
- total energy (eV) = -84517.8511
- HOMO (eV) = -4.56